1.
The following is a DFT calculation (the ωB97M-V functional and the def2-TZVPD basis) of a cluster of 20 separate species, H40O20 in total at a distorted geometry.

Each line ends with the Mulliken charge.
Element x y z (Å)
1 O 0.96092 4.22482 -0.97275  -0.615
2 O 2.62350 -1.71304 3.22732  -0.496
3 O -3.83609 -2.06103 1.32404  -0.489
4 O -4.74710 1.12484 0.58713  -0.580
5 O -0.74052 1.83179 1.78763  -0.641
6 O -2.11024 -2.39157 4.48581  -0.623
7 O 1.46912 0.28847 1.77959  -0.060
8 O 4.11472 1.38242 -3.31503  -0.625
9 O -2.25920 4.22748 1.25865  -0.581
10 O -3.46542 3.43634 -3.97917  -0.620
11 O 4.03775 -1.80982 0.45404  -0.596
12 O -0.83576 0.86899 -4.94894  -0.610
13 O -1.49027 -1.73427 -2.85905  -0.539
14 O 1.52178 0.68356 -1.56865  -0.429
15 O 3.63341 1.38143 1.12597  -0.594
16 O 1.93606 2.43592 3.17420  -0.640
17 O -2.00340 -1.20601 -0.52891  -0.379
18 O 0.31449 -2.52227 1.00366  -0.698
19 O 2.44825 -2.66000 -4.09274  -0.614
20 O -3.46429 -4.96879 0.87529  -0.632
21 H -2.88797 4.18791 1.98044  0.280
22 H -2.95302 -5.21207 1.64288  0.297
23 H 0.63531 0.60520 -1.18287  0.222
24 H 3.42009 -1.71584 2.66555  0.272
25 H 3.05044 1.59695 0.42576  0.291
26 H 1.08767 -1.95525 1.08420  0.390
27 H -4.46421 0.83589 1.43458  0.302
28 H 3.38196 -2.87534 -4.05660  0.304
29 H -2.55294 3.13485 -4.04686  0.312
30 H 1.99357 -3.28510 -3.51705  0.314
31 H -4.20197 0.78281 -0.12088  0.298
32 H 0.10187 2.18451 1.45223  0.226
33 H 3.21656 1.01495 -3.33858  0.317
34 H 3.74281 -2.72236 0.59168  0.313
35 H -1.59019 -2.26062 3.69244  0.323
36 H 0.93280 3.62429 -1.74185  0.311
37 H -1.92116 -1.81101 -3.71631  0.265
38 H -0.59651 -1.43062 -3.05212  0.266
39 H 3.07911 -2.24181 3.89104  0.260
40 H 4.97094 -1.81046 0.68657  0.298
41 H -4.32100 -2.20780 2.14734  0.288
42 H 2.13759 3.33989 3.37505  0.303
43 H 1.95318 0.31879 2.61462  0.332
44 H -0.05413 1.17004 -5.41595  0.325
45 H -3.98675 2.61803 -3.94675  0.315
46 H 3.54865 2.14463 1.74241  0.288
47 H -0.69951 1.05812 -4.01959  0.275
48 H 4.32628 1.23023 -2.38686  0.296
49 H -2.28246 -0.56106 -1.16580  0.206
50 H -1.58457 -2.61032 5.25830  0.291
51 H 2.05730 0.07684 -1.02779  0.191
52 H -0.46841 -1.94608 0.99948  0.247
53 H 1.96336 0.06546 1.00276  -0.114
54 H 1.07853 2.02699 3.28469  0.273
55 H -0.39657 0.93819 1.95210  0.347
56 H -3.55923 -1.15157 1.38016  0.140
57 H -3.32955 -4.01516 0.78879  0.326
58 H 1.01878 3.84663 -0.10054  0.285
59 H -2.69007 3.99324 0.44864  0.297
60 H -1.26428 -1.80124 -0.52341  0.289

## Properties
Multiplicity: 1
Gap between HOMO and LUMO, eV: 10.12
Calculated total energy, eV: -41597.032


2.
The following is a DFT calculation (the ωB97M-V functional and the def2-TZVPD basis) of a cluster of 2 separate species, CCl2FNO in total at a distorted geometry.

Each line ends with the Mulliken charge.
Element x y z (Å)
1 Cl -2.08234 0.91258 -1.44058  0.029
2 Cl -1.59797 -0.93697 1.04433  0.229
3 F 1.06735 -1.21958 1.62493  -0.734
4 O 1.30439 0.59999 -0.71657  -0.133
5 N -0.89386 0.08250 -0.08754  -0.197
6 C 0.26963 0.32974 -0.38127  0.807

## Properties
Multiplicity: 1
Gap between HOMO and LUMO (alpha / beta), eV: 5.18 / 5.19
Calculated total energy, eV: -32330.060


3.
The following is a DFT calculation (the ωB97M-V functional and the def2-TZVPD basis) of the ion C7H12N3O2 with charge +1 at a distorted geometry.

Each line ends with the Mulliken charge.
Element x y z (Å)
1 O 1.54807 1.24382 -1.10156  -0.366
2 O 3.69838 0.25280 -0.93336  -0.343
3 N 1.46492 -0.25125 0.69281  0.086
4 N 0.79674 -1.04872 1.34578  -0.497
5 N -0.44839 0.22638 -0.59263  -0.268
6 C -1.54058 -0.84794 0.03744  1.632
7 C -2.62960 0.06292 0.26211  -1.934
8 C -1.93583 -2.05332 -0.73941  -1.583
9 C 0.89036 0.46403 -0.41348  0.647
10 C -0.58765 -1.41363 1.20437  -0.833
11 C 3.04967 1.16929 -0.60532  0.723
12 C 3.28835 2.50163 0.02027  -0.878
13 H -2.16647 -2.89725 -0.15226  0.375
14 H -3.24361 0.19686 -0.67349  0.416
15 H -3.28793 -0.37042 0.96200  0.475
16 H -0.55598 -2.46850 1.15735  0.431
17 H -2.45187 0.99228 0.74283  0.506
18 H 3.83895 2.99642 -0.72862  0.332
19 H -1.12936 -2.27254 -1.42722  0.420
20 H 2.32640 3.05765 0.12764  0.301
21 H 3.81414 2.47205 1.00839  0.307
22 H -0.92021 1.03071 -1.10313  0.312
23 H -2.86714 -1.83022 -1.30628  0.367
24 H -0.95138 -1.21305 2.21578  0.369

## Properties
Multiplicity: 1
Gap between HOMO and LUMO, eV: 8.63
Calculated total energy, eV: -16008.767
Net charge: +1
SMILES string: CC(=O)OC1=[NH+]C(C)(C)CN=N1


4.
The following is a DFT calculation (the ωB97M-V functional and the def2-TZVPD basis) of the molecule C3H3NO2S at a distorted geometry.

Each line ends with the Mulliken charge.
Element x y z (Å)
1 S 0.31787 -1.35990 -0.05512  0.020
2 O -2.37340 -1.69663 -0.16793  -0.456
3 O -2.49161 1.14359 -0.36591  -0.420
4 N 0.92317 0.16132 -0.08321  -0.291
5 C 2.19419 0.30843 -0.18977  -0.216
6 C -1.64061 0.55888 0.28503  0.016
7 C -1.46414 -0.93030 0.01347  0.532
8 H -0.95950 1.03783 0.97027  0.372
9 H 2.59437 1.28964 -0.00179  0.250
10 H 2.89966 -0.51288 -0.40505  0.193

## Properties
Multiplicity: 1
Gap between HOMO and LUMO, eV: 9.22
Calculated total energy, eV: -19577.744
SMILES string: C=NSC(=O)C=O


Sequential ΔE to the lowest compared entry with this formula, charge and spin output: 138.2 83.7 73.3 69.9 kcal/mol